Here is one molecule with the formula C4H7NO from the Open Molecules 2025 dataset. Energies are from ωB97M-V/def2-TZVPD.

Values from the calculation:
Frontier orbital gap = 11.5 eV
Highest occupied orbital energy = -10.6 eV
Net charge = 0

Element x y z (Å)
H1 -1.99856 1.09799 -0.28708
H2 1.27088 -2.25262 -0.56783
O1 -0.52272 0.23214 0.97506
H3 1.72837 -0.56266 -0.75173
C1 -0.06214 1.94495 -0.49912
N1 0.87330 2.25810 -1.10138
C2 1.22269 -1.26584 -0.08478
H4 -0.76260 -0.83316 -0.80706
H5 -1.46275 2.06327 1.08020
H6 -0.71379 -1.75219 0.70606
C3 -1.11403 1.33602 0.33182
C4 -0.25231 -0.92508 0.16058
H7 1.79366 -1.34091 0.84526

The computed Mulliken charges, all in e, follow: 0.29, 0.33, -0.38, 0.30, 0.39, -0.42, -1.02, 0.30, 0.27, 0.33, -0.35, -0.33, 0.28


Here is C57H50FGeIrN2P3S as an isolated structure from the Open Molecules 2025 dataset. Energies are from ωB97M-V/def2-TZVPD.

Values from the calculation:
Frontier orbital gap (alpha / beta) = 6.3 / 4.9 eV
Highest occupied orbital energy (alpha / beta) = -18.1 / -18.1 eV
Net charge = +4
2S+1 = 2

Element x y z (Å)
C1 -0.41858 -4.40134 0.45661
H1 -6.65353 1.96181 -0.19873
C2 1.19300 4.80745 1.05588
H2 -5.30718 3.17276 1.47530
H3 2.31375 -0.10846 2.05056
C3 0.83351 -3.71907 -1.50245
H4 -5.71956 -1.50141 0.80366
C4 3.28586 -2.55730 -0.09654
H5 -1.64145 1.28330 7.46645
H6 -3.08851 0.59631 -2.11750
C5 -0.42660 2.70539 1.86358
C6 3.56376 3.67027 -1.39087
C7 2.73048 -0.46496 -2.48258
H7 4.76465 -0.57672 -1.75377
H8 -2.86139 3.12420 1.36946
H9 1.64259 -6.87135 -0.59372
H10 -2.74493 -2.05989 3.83295
C8 -2.04605 -1.69669 -4.72129
C9 -5.57341 1.90456 -0.23275
H11 1.43868 5.21767 3.14389
C10 -0.11854 -3.44267 -0.51313
P1 2.24951 -0.07118 -0.80754
H12 -0.02535 -6.38545 1.15691
C11 -4.68085 -1.60603 1.08601
H13 3.37943 -2.76854 -1.15137
C12 -0.09539 0.27283 5.23879
H14 3.01076 -1.81768 3.69311
C13 2.66805 -1.07294 1.71165
C14 -2.80289 1.81130 -0.35099
C15 -3.21504 -3.53759 -3.69990
H15 0.85044 -0.44315 7.87559
C16 4.04896 1.66452 0.48929
C17 -2.36270 -1.80925 0.46904
Ge1 -0.01605 0.01115 -3.70432
H16 2.09746 2.35198 -2.21959
C18 1.17335 0.48879 7.41971
N1 -1.33453 0.18247 5.68263
H17 4.15059 -4.42069 0.49280
H18 2.23514 0.61639 7.60529
H19 -1.86809 4.34839 -1.51849
H20 0.64262 1.33485 7.84597
C19 3.06925 1.49239 -0.49026
H21 -1.46302 -0.48284 7.69368
C20 -1.48654 4.55680 -3.60578
C21 1.16151 -5.90253 -0.56265
C22 3.72060 -3.48759 0.83057
H22 1.83919 -0.88659 -5.70145
C23 -0.51223 1.90184 -3.48664
C24 1.87814 -0.50950 -3.58710
H23 1.83949 0.52918 5.40603
C25 -2.59957 -3.23394 -2.49895
S1 0.11958 0.15761 3.48082
C26 4.10877 -0.66895 -2.61324
H24 -2.80009 -3.85628 -1.63304
C27 3.61190 -3.22534 2.19152
C28 0.22640 -5.62876 0.42646
C29 -4.33460 -1.74366 2.42552
C30 -3.70168 -1.62508 0.10975
H25 -1.14502 1.95272 2.16889
C31 -4.95033 1.17983 -1.24244
H26 4.22097 -1.33930 -5.91431
H27 -1.82277 -1.13274 -5.61513
C32 0.60868 3.98951 0.10052
H28 -5.54361 0.68024 -1.99731
H29 -3.98007 -1.54064 -0.93039
C33 -3.57038 1.12237 -1.29834
F1 -0.05743 0.04536 -5.46674
H30 -1.18778 -4.23050 1.19678
C34 1.46013 -4.95032 -1.53142
C35 -0.96053 2.56547 -2.34383
C36 0.17696 3.51109 2.81329
N2 0.99821 0.43786 5.95533
C37 4.77928 2.84337 0.52210
H31 -1.87606 5.56469 -3.65142
H32 -2.93714 0.18485 6.99217
H33 0.76580 4.19405 -0.94826
C38 -1.85982 0.30130 7.05578
C39 -1.40524 -1.36999 -3.52165
C40 2.45642 -0.84309 -4.81611
C41 -1.47388 3.86674 -2.40733
C42 -3.43139 2.53996 0.66075
C43 2.77254 -1.33180 0.33870
C44 -1.73169 -2.14023 -2.40396
C45 -2.01979 -1.93684 1.82083
C46 4.53838 3.84121 -0.41295
H34 2.16526 -5.18025 -2.31971
H35 5.71841 -1.15807 -3.94038
P2 -1.04060 1.88094 -0.69500
C47 -2.94376 -2.75012 -4.80896
H36 -0.00931 3.34868 3.86721
C48 -0.53437 2.62541 -4.68375
H37 5.56208 2.97032 1.25745
H38 4.28975 0.87187 1.18477
C49 -0.21336 2.93325 0.49599
H39 3.95879 -3.95710 2.90908
H40 -0.99064 -2.12892 2.10284
H41 -3.40988 -2.97302 -5.75961
Ir1 0.06296 -0.04711 -0.18344
C50 0.98736 4.56664 2.40696
H42 1.03245 -2.99815 -2.28988
C51 -3.00416 -1.90677 2.79251
C52 3.81459 -1.09285 -4.94229
C53 3.07864 -2.01951 2.63204
H43 1.80434 5.64314 0.74330
H44 3.40349 4.43682 -2.13795
H45 -1.00470 4.44920 -5.69262
H46 -3.89205 -4.37816 -3.76870
H47 -0.20335 2.15387 -5.59726
C54 -4.81651 2.58195 0.71382
C55 4.65428 -0.99192 -3.84259
C56 2.82143 2.50504 -1.42469
P3 -1.06881 -1.93928 -0.75516
H48 -2.01831 0.03666 4.95486
C57 -0.99882 3.93053 -4.74306
H49 -5.10882 -1.74622 3.18159
H50 5.13013 4.74713 -0.39565

These are the Mulliken partial charges, in e, on atoms 1 to 99: -1.03, 0.48, -0.84, 0.54, 1.34, -0.65, 0.54, -1.16, 0.37, 0.40, -1.59, -0.68, 1.02, 0.49, 0.64, 0.48, 0.92, -0.17, -0.78, 0.52, 1.51, 0.77, 0.51, -0.83, 0.54, 0.67, 0.50, -0.86, 1.48, -0.87, 0.34, -1.07, 0.62, 2.14, 0.43, -1.00, -0.13, 0.52, 0.38, 0.49, 0.35, 1.39, 0.36, -0.88, -0.76, -0.88, 0.61, -0.72, -0.68, 0.25, -0.70, 0.12, -0.76, 0.50, -0.92, -0.90, -1.02, -1.25, 1.82, -0.65, 0.50, 0.60, -1.29, 0.50, 0.56, -0.51, -0.55, 0.63, -0.64, 1.03, -1.41, -0.16, -0.83, 0.51, 0.37, 0.58, -1.04, -0.66, -0.17, -0.73, -1.06, 0.56, 0.78, -1.01, -0.76, 0.52, 0.51, 0.84, -0.96, 0.61, -0.17, 0.52, 0.58, 0.75, 0.49, 1.24, 0.50, 3.33, -0.93


Here is C40H60BiN6O6PS as an isolated structure from the Open Molecules 2025 dataset. Energies are from ωB97M-V/def2-TZVPD.

Values from the calculation:
Frontier orbital gap = 7.5 eV
Highest occupied orbital energy = -7.3 eV
Net charge = 0

Element x y z (Å)
C1 1.33749 -2.67749 2.34862
N1 -0.49252 0.91607 -2.92461
C2 -7.81156 -1.66635 -2.16323
C3 0.91327 2.93764 0.85884
C4 -6.53965 -1.08661 3.42023
C5 2.75272 0.63033 3.30570
H1 -8.51630 -0.88893 -2.46517
H2 -0.35060 3.55629 -3.16564
C6 -6.65568 1.00130 1.90500
C7 -2.28153 2.60726 0.88267
H3 0.64663 3.15121 -1.75102
C8 -4.19165 -1.34331 0.70360
H4 -2.97784 2.49081 2.90575
C9 -2.03664 2.43886 2.35960
O1 0.07415 -2.32934 4.31660
C10 1.59327 5.24681 1.25581
N2 -4.29674 -1.39714 -0.62838
H5 4.30424 2.11553 3.64515
H6 -0.41154 4.54615 -1.70533
H7 -7.44860 -1.45125 2.92640
H8 4.01833 1.00416 4.97826
C11 -6.59258 -1.00040 -1.52461
C12 -3.62226 2.96973 0.43272
C13 -2.80929 3.41208 -1.85386
H9 5.58990 1.50536 1.50509
H10 3.97165 6.69994 1.16125
S1 -2.79998 -0.70820 1.41924
C14 -3.18149 3.94400 -4.15457
C15 2.41219 -2.13711 -1.12939
H11 3.91977 -0.71166 0.24351
C16 3.18024 3.51231 1.54598
H12 -5.72221 -2.89015 -0.89379
C17 2.05184 -3.77799 2.79183
H13 -6.05507 -2.09471 0.93287
H14 0.31752 -0.85713 -3.20013
H15 -7.25361 0.85507 3.96003
C18 3.98591 1.12099 -0.85377
C19 -1.48066 2.67499 -1.51717
C20 0.63175 4.32116 0.91615
C21 2.94863 -4.37549 1.91447
H16 -0.23048 -0.13422 -4.56310
H17 4.92576 0.45357 3.57728
H18 -9.42795 -3.03379 -1.69242
H19 -5.03148 -2.21977 -2.36022
C22 3.09675 -3.87484 0.62653
N3 -5.22643 -1.81067 1.43180
H20 0.65668 1.20789 3.59522
C23 4.09258 1.07473 3.89118
H21 -5.35227 -2.86912 3.22104
H22 -6.26876 -0.15211 -2.13170
H23 -7.89145 -3.48473 -0.96040
P1 2.51985 0.79083 1.45274
H24 -5.21108 4.81815 -1.57884
C24 1.64084 1.44050 3.98804
H25 1.63342 1.21100 5.05509
C25 2.33744 -2.77608 0.25720
C26 0.35359 -1.89643 3.21543
H26 -3.64689 3.50386 -5.03488
H27 -3.69987 4.87774 -3.90509
H28 -7.54880 0.58292 1.43328
C27 -0.32558 3.52491 -2.07490
H29 0.33688 1.48528 -2.93477
H30 -8.82651 -2.12947 -0.30406
C28 -1.28524 2.45931 -0.00056
H31 -0.37386 4.64837 0.68366
H32 -6.87409 -0.59704 -0.54748
H33 4.95113 5.43049 1.89998
C29 -6.47288 0.44147 3.31686
C30 -5.25836 3.76923 -1.26713
H34 -4.40860 -1.37969 3.27233
H35 -3.60087 -0.85547 -1.13363
H36 -5.98337 3.68230 -0.45879
H37 4.10297 2.19107 -0.68520
H38 4.18693 3.18606 1.78462
H39 -2.57521 4.48561 -1.92410
C31 -5.31750 -1.82944 2.88232
N4 -0.44681 -0.31472 -3.59242
C32 -1.56386 1.27434 -2.16695
H40 -5.79034 0.79027 1.27754
H41 -6.77956 2.08536 1.94339
H42 -1.57157 1.47740 2.57582
H43 1.32178 6.29657 1.28927
H44 4.79285 0.78231 -1.50607
H45 -6.62330 -1.35691 4.47557
N5 1.50721 -2.20621 1.12103
H46 3.77258 -4.30781 -0.09711
N6 -0.00163 2.01807 0.41519
H47 -1.37071 3.22244 2.73218
C33 -5.40637 -1.95749 -1.37061
C34 4.04795 0.34685 0.46771
H48 3.04441 0.93956 -1.37174
H49 2.61170 -0.43336 3.52070
H50 -4.40237 2.99024 1.18683
H51 5.57421 -0.22412 1.91819
O2 3.12001 -2.67012 -1.96924
H52 1.88927 -4.13943 3.79732
H53 1.82669 2.50897 3.86721
H54 -5.60347 3.18650 -2.12176
H55 3.77429 6.32715 2.86971
H56 -2.13870 4.18501 -4.39164
O3 -3.29526 2.99210 -3.12192
C35 5.42148 0.50014 1.11993
O4 -2.52036 0.54628 -1.99514
C36 -8.52679 -2.63758 -1.22390
O5 -0.07523 -0.79361 2.68985
C37 2.90487 4.86625 1.54950
H57 3.53445 -5.22784 2.23328
O6 1.71401 -1.06251 -1.27607
C38 -3.90496 3.30526 -0.82219
Bi1 0.19145 -0.28179 0.47676
H58 -7.50686 -2.19447 -3.07158
H59 6.17421 0.30292 0.35412
C39 2.21732 2.54840 1.23694
C40 3.96131 5.88592 1.88784
H60 -5.50990 0.77904 3.71113

These are the Mulliken partial charges, in e, on atoms 1 to 99: 0.21, 0.46, -0.67, 0.30, -0.76, 0.55, 0.34, 0.59, -0.73, 1.33, 0.58, 0.35, 0.36, -1.18, -0.74, -1.25, 0.33, 0.19, 0.42, 0.31, 0.50, 0.91, -1.09, -0.71, 0.25, 0.39, -0.42, -0.77, 0.13, -0.18, -0.38, 0.42, -0.70, 0.06, 0.20, 0.37, -1.57, 3.64, -0.31, -0.44, 0.25, 0.34, 0.40, 0.43, -0.70, -0.02, 0.15, -1.42, 0.25, 0.25, 0.28, 1.23, 0.32, -1.71, 0.57, 0.13, 0.11, 0.29, 0.30, 0.35, -3.04, 0.32, 0.23, -1.06, 0.51, -0.56, 0.38, -0.40, -1.98, 0.40, 0.07, 0.40, 0.29, 0.01, 0.75, -0.78, -0.92, -0.78, -0.03, 0.41, 0.07, 0.41, 0.50, 0.39, 0.29, 0.57, 0.75, 0.26, -1.32, 1.24, 0.17, 0.32, 0.37, 0.44, -0.73, 0.56, 0.30, 0.37, 0.31